{"formula": "C5H12NO", "method": "wB97M-V/def2-TZVPD", "e_above_lowest_ev": 0.889, "multiplicity": 2, "max_force_ev_per_a": 1.575, "charge": 0, "orbital_gap_ev": [9.893, 7.246], "elements": ["O", "N", "C", "C", "C", "C", "C", "H", "H", "H", "H", "H", "H", "H", "H", "H", "H", "H", "H"], "coordinates": [[-0.644, 3.306, -1.492], [0.243, 0.518, -0.547], [-0.174, -0.446, 0.458], [-0.374, -1.860, -0.181], [0.749, -2.878, 0.198], [-0.602, 2.820, -0.239], [0.546, 1.861, 0.013], [-0.504, 0.613, -1.222], [0.322, -3.759, 0.666], [-1.154, -0.194, 0.901], [0.777, 1.732, 1.064], [-0.506, 3.701, 0.428], [-0.469, -1.690, -1.252], [0.517, -0.501, 1.297], [-1.304, -2.265, 0.218], [1.250, -3.182, -0.714], [-1.549, 2.369, 0.106], [1.394, 2.247, -0.536], [1.482, -2.391, 0.835]], "forces_ev_per_angstrom": [[-0.3, 0.2, -0.3], [0.4, 0.4, 0.6], [-1.2, -0.9, -0.3], [0.5, 0.3, 1.2], [-0.5, 0.8, -1.0], [0.0, -0.2, 1.0], [-0.2, -0.9, -0.9], [0.1, -0.1, -0.2], [0.1, 0.0, 0.2], [0.1, 0.3, 0.1], [0.1, 0.2, 0.2], [0.1, 0.2, -0.1], [0.0, -0.3, -0.1], [0.3, 0.1, -0.2], [-0.2, 0.1, -0.3], [0.3, -0.3, 0.0], [-0.2, 0.1, -0.3], [0.4, 0.2, 0.2], [0.1, -0.2, 0.2]]}